1.
Density functional theory data (wB97M-V/def2-TZVPD) for 2 unconnected molecules or ions with the total composition C14H22N3O6SSi at a distorted geometry.

Element x y z (Å)
C  1.62  -2.28  0.20
Si  2.06  -0.69  1.24
C  2.48  0.66  -0.09
C  3.68  -1.04  2.14
N  0.59  -0.29  2.22
C  -0.63  0.25  1.56
C  -0.86  0.49  0.00
S  -2.55  -0.22  -0.51
O  -2.46  -0.58  -1.97
O  -2.64  -1.54  0.26
C  -1.90  0.66  2.41
C  -1.97  0.48  3.97
C  -3.27  0.90  4.80
O  -4.20  0.12  5.12
O  -3.42  2.27  5.23
C  -0.68  -0.15  4.59
C  0.56  -0.49  3.67
O  1.65  -1.05  4.43
C  1.38  -2.47  4.41
N  1.42  -3.67  4.54
H  0.87  -2.06  -0.64
H  2.62  -2.63  -0.26
H  1.29  -3.09  0.93
H  2.09  0.32  -1.13
H  2.10  1.70  0.21
H  3.64  0.69  -0.20
H  3.83  -0.32  3.04
H  3.68  -2.11  2.60
H  4.58  -0.93  1.42
H  -0.14  0.03  -0.74
H  -0.95  1.62  -0.23
H  -3.59  0.65  -0.19
H  -2.85  1.12  1.93
H  -2.61  2.78  5.00
H  -0.67  -0.34  5.72
C  0.39  0.18  -4.44
O  0.75  0.63  -3.36
N  -0.32  0.85  -5.38
C  -0.70  0.24  -6.64
C  -0.71  2.22  -5.12
H  0.64  -0.86  -4.74
H  -0.27  0.82  -7.46
H  -1.79  0.25  -6.72
H  -0.34  -0.79  -6.70
H  0.19  2.82  -4.95
H  -1.32  2.25  -4.21
H  -1.27  2.63  -5.96

* total charge: +1
* HOMO level: -11.524 eV

2.
Density functional theory data (wB97M-V/def2-TZVPD) for a molecular structure, C19H26B2F4FeIN7O8S.

Element x y z (Å)
Fe  0.10  0.37  -0.71
C  -3.57  -1.59  -0.13
C  -2.16  -1.16  -0.24
N  -1.75  0.05  -0.09
O  -2.66  1.02  0.05
B  -2.19  2.24  0.80
F  -1.76  1.85  2.06
F  -3.22  3.13  0.77
O  -1.02  2.91  0.10
N  0.06  2.13  0.13
C  1.15  2.54  0.66
C  1.32  3.89  1.25
C  2.23  1.53  0.69
N  1.84  0.36  0.32
O  2.74  -0.60  0.30
B  2.16  -2.01  0.40
F  1.47  -2.10  1.60
F  3.22  -2.86  0.26
O  1.21  -2.29  -0.73
N  0.09  -1.56  -0.62
C  -1.05  -2.12  -0.50
C  -1.27  -3.58  -0.52
C  3.63  1.79  1.12
H  -4.17  -0.80  0.31
H  -3.64  -2.50  0.46
H  -3.95  -1.80  -1.14
H  0.36  4.39  1.32
H  1.99  4.49  0.63
H  1.77  3.81  2.24
H  -0.35  -4.09  -0.80
H  -2.05  -3.82  -1.24
H  -1.59  -3.93  0.47
H  3.79  2.84  1.34
H  4.31  1.47  0.32
H  3.87  1.19  1.99
C  -1.77  4.46  -3.93
N  -1.72  3.05  -3.58
C  -2.91  2.23  -3.46
C  -2.35  0.98  -2.81
O  -2.97  -0.04  -2.64
N  -1.03  1.23  -2.45
C  -0.72  2.43  -2.94
N  0.48  3.00  -2.77
H  -2.51  4.60  -4.71
H  -0.82  4.79  -4.33
H  -2.04  5.07  -3.07
H  -3.36  2.00  -4.43
H  -3.66  2.68  -2.80
H  1.22  2.32  -2.63
H  0.72  3.75  -3.40
I  -1.19  -2.29  -4.60
C  7.89  -0.47  -3.86
C  6.39  -0.36  -3.79
C  5.67  0.34  -4.75
C  4.28  0.42  -4.68
C  3.61  -0.20  -3.64
C  4.31  -0.91  -2.67
C  5.69  -0.98  -2.75
S  1.85  -0.15  -3.58
O  1.39  -1.51  -3.67
O  1.40  0.77  -4.60
O  1.59  0.42  -2.21
H  8.28  0.07  -4.72
H  8.20  -1.51  -3.94
H  8.35  -0.06  -2.96
H  6.20  0.82  -5.56
H  3.72  0.96  -5.43
H  3.78  -1.40  -1.87
H  6.23  -1.55  -2.00

* spin multiplicity: 5
* energy relative to the best compared isomer or geometry (same formula, charge and spin): 0.0 kcal/mol
* HOMO level (alpha / beta): -8.949 / -8.736 eV

3.
Density functional theory data (wB97M-V/def2-TZVPD) for a gas-phase ion, C4H11N4 (charge +1) at a distorted geometry.

Element x y z (Å)
C  -0.71  -0.38  2.48
C  -0.38  -0.56  -1.34
C  -1.41  -0.31  -2.26
C  1.83  1.11  0.91
N  0.09  -1.72  -1.11
N  -0.41  0.47  1.59
N  -0.01  0.55  -0.59
N  0.63  0.29  0.61
H  -1.57  -0.10  2.93
H  -0.19  -1.27  2.82
H  -2.49  -0.42  -1.94
H  -1.19  -1.02  -3.20
H  -1.29  0.57  -2.92
H  2.20  0.76  1.81
H  2.50  1.19  -0.01
H  1.42  2.09  1.08
H  0.86  -1.83  -0.50
H  -0.62  1.40  -0.78
H  0.74  -0.83  0.41

* SMILES string: [H]/N=C(/C)N[N@@H+](C)N=C
* total charge: +1
* energy relative to the best compared isomer or geometry (same formula, charge and spin): 127.8 kcal/mol
* HOMO level: -14.415 eV

4.
Density functional theory data (wB97M-V/def2-TZVPD) for a single C4H7ClN2 molecule at a distorted geometry.

Element x y z (Å)
C  0.47  -0.82  -0.47
C  0.42  -0.59  1.05
C  0.54  0.47  -1.28
C  -0.82  -0.94  1.72
N  -0.52  1.42  -1.13
N  -1.43  1.14  -0.36
Cl  -2.63  2.39  -0.25
H  1.35  -1.41  -0.73
H  -0.43  -1.37  -0.76
H  0.93  -1.43  1.58
H  0.95  0.33  1.32
H  1.46  1.03  -1.06
H  0.56  0.25  -2.35
H  -0.84  -0.46  2.71

* energy relative to the best compared isomer or geometry (same formula, charge and spin): 150.4 kcal/mol
* HOMO level: -8.608 eV

5.
Density functional theory data (wB97M-V/def2-TZVPD) for a single C4H5NO molecule at a distorted geometry.

Element x y z (Å)
O  1.02  -1.40  0.68
C  0.38  -0.14  0.67
C  0.75  0.69  -0.46
C  -1.06  0.05  0.43
C  -1.55  0.36  -0.85
N  -1.24  0.63  -1.94
H  0.45  -2.07  0.29
H  0.60  0.34  1.67
H  1.38  1.54  -0.30
H  1.02  0.12  -1.36
H  -1.84  -0.23  1.09

* energy relative to the best compared isomer or geometry (same formula, charge and spin): 124.3 kcal/mol
* HOMO level (alpha / beta): -8.576 / -9.325 eV

6.
Density functional theory data (wB97M-V/def2-TZVPD) for a molecular structure, C22H27N4OOs.

Element x y z (Å)
Os  -0.07  -0.06  -0.58
C  1.07  2.77  -0.74
C  2.21  2.28  0.14
C  2.82  0.98  -0.33
C  4.20  0.84  -0.33
C  4.80  -0.30  -0.83
C  3.99  -1.30  -1.36
C  2.63  -1.13  -1.31
N  2.03  -0.03  -0.78
N  -0.22  2.06  -0.47
C  -0.78  2.45  0.88
C  -0.36  1.52  1.99
C  -0.32  1.92  3.31
C  0.00  0.98  4.28
C  0.28  -0.33  3.91
C  0.23  -0.66  2.57
N  -0.08  0.25  1.63
C  -1.22  2.44  -1.53
C  -2.39  1.50  -1.44
C  -3.68  1.85  -1.77
C  -4.68  0.89  -1.67
C  -4.37  -0.38  -1.22
C  -3.06  -0.67  -0.90
N  -2.08  0.25  -1.01
H  0.90  3.83  -0.59
H  1.31  2.62  -1.79
H  2.99  3.03  0.09
H  1.93  2.22  1.19
H  4.80  1.66  0.05
H  5.87  -0.40  -0.84
H  4.40  -2.19  -1.80
H  1.96  -1.89  -1.70
H  -0.48  3.47  1.09
H  -1.87  2.43  0.81
H  -0.54  2.94  3.58
H  0.03  1.27  5.33
H  0.54  -1.08  4.64
H  0.45  -1.66  2.22
H  -1.51  3.48  -1.41
H  -0.73  2.34  -2.50
H  -3.90  2.85  -2.11
H  -5.70  1.14  -1.93
H  -5.12  -1.15  -1.11
H  -2.76  -1.64  -0.54
C  0.71  -4.09  -1.17
C  -0.54  -3.33  -0.79
C  -1.21  -3.84  0.47
O  -0.17  -1.90  -0.56
H  0.46  -5.15  -1.19
H  1.50  -3.95  -0.43
H  1.07  -3.84  -2.16
H  -1.24  -3.27  -1.64
H  -0.60  -3.63  1.35
H  -1.30  -4.92  0.39
H  -2.21  -3.45  0.61

* total charge: +3
* spin multiplicity: 5
* HOMO level (alpha / beta): -18.692 / -18.964 eV

7.
Density functional theory data (wB97M-V/def2-TZVPD) for a gas-phase ion, C5H2F2N (charge +1) at a distorted geometry.

Element x y z (Å)
C  -0.44  0.34  -1.43
C  -1.35  -0.35  -0.72
C  -0.73  -0.57  0.49
C  0.50  -0.05  0.88
C  1.32  0.62  -0.08
N  0.74  0.75  -1.44
F  0.91  -0.19  2.11
F  2.45  1.29  0.03
H  -2.32  -0.69  -1.19
H  -1.10  -1.15  1.36

* total charge: +1
* spin multiplicity: 3
* HOMO level (alpha / beta): -14.024 / -17.020 eV

8.
Density functional theory data (wB97M-V/def2-TZVPD) for a molecular structure, C33H27ClI2N3O2PS3Tc at a distorted geometry.

Element x y z (Å)
Tc  -0.65  -0.41  0.65
I  -4.90  -3.25  -0.27
C  -4.55  -1.22  -0.66
C  -5.50  -0.44  -1.33
C  -5.26  0.89  -1.57
I  -6.73  2.00  -2.58
C  -4.07  1.50  -1.13
C  -3.72  2.86  -1.32
C  -2.51  3.31  -0.85
C  -1.65  2.44  -0.19
N  -1.94  1.17  0.00
C  -3.12  0.69  -0.46
C  -3.34  -0.70  -0.24
O  -2.40  -1.40  0.34
H  -6.42  -0.90  -1.67
H  -4.40  3.52  -1.83
H  -2.22  4.35  -0.98
H  -0.69  2.78  0.18
S  -1.24  -0.08  2.94
C  -0.19  1.21  3.47
C  -0.37  1.75  4.74
C  0.39  2.82  5.17
C  0.18  3.36  6.48
N  -0.01  3.78  7.53
C  1.39  3.35  4.33
C  1.60  2.79  3.08
C  0.82  1.72  2.64
S  1.17  1.04  1.07
C  2.19  4.46  4.75
N  2.84  5.34  5.08
H  -1.13  1.33  5.39
H  2.37  3.17  2.44
Cl  -0.11  -0.53  -1.57
C  0.20  -2.46  -6.78
C  0.89  -1.66  -5.71
C  1.81  -2.26  -4.86
C  2.41  -1.53  -3.84
C  2.08  -0.21  -3.67
C  1.16  0.41  -4.51
C  0.57  -0.32  -5.53
S  2.72  0.69  -2.24
C  3.94  1.60  -3.26
O  3.48  -0.30  -1.44
H  0.72  -3.40  -6.97
H  0.14  -1.90  -7.71
H  -0.82  -2.70  -6.47
H  2.05  -3.31  -4.99
H  3.13  -1.98  -3.16
H  0.90  1.45  -4.35
H  -0.15  0.15  -6.18
H  4.58  0.89  -3.78
H  4.53  2.22  -2.60
H  3.39  2.22  -3.97
C  -0.66  -3.82  1.36
P  0.54  -2.47  1.07
C  1.53  -3.03  -0.35
C  1.73  -2.69  2.44
C  2.07  -1.64  3.29
C  2.98  -1.84  4.32
C  3.56  -3.09  4.50
C  3.23  -4.14  3.65
C  2.31  -3.94  2.63
H  -0.18  -4.80  1.33
H  -1.44  -3.76  0.61
H  -1.11  -3.67  2.34
H  2.00  -3.99  -0.15
H  2.29  -2.27  -0.56
H  0.88  -3.11  -1.23
H  1.63  -0.67  3.15
H  3.24  -1.02  4.97
H  4.28  -3.24  5.29
H  3.68  -5.11  3.79
H  2.05  -4.77  1.99

* spin multiplicity: 4
* HOMO level (alpha / beta): -8.091 / -8.293 eV

9.
Density functional theory data (wB97M-V/def2-TZVPD) for a single C7H13N molecule at a distorted geometry.

Element x y z (Å)
C  1.94  0.14  0.05
C  0.77  1.05  -0.46
C  -0.64  0.92  0.11
C  -0.99  -1.13  1.44
C  -1.08  -0.50  0.26
C  -1.65  -1.17  -0.90
C  -1.87  -0.62  -2.10
N  2.37  0.52  1.41
H  1.68  -0.91  -0.03
H  2.77  0.41  -0.61
H  1.19  1.98  -0.04
H  0.85  1.04  -1.54
H  -0.55  1.47  1.07
H  -1.38  1.57  -0.36
H  -0.73  -0.60  2.35
H  -1.06  -2.21  1.51
H  -1.93  -2.22  -0.81
H  -1.44  0.37  -2.22
H  -2.32  -1.09  -2.96
H  2.32  -0.27  2.05
H  1.76  1.25  1.79

* SMILES string: C=CC(=C)CCCN
* energy relative to the best compared isomer or geometry (same formula, charge and spin): 41.0 kcal/mol
* HOMO level: -8.885 eV

10.
Density functional theory data (wB97M-V/def2-TZVPD) for 2 unconnected molecules or ions with the total composition C3H6NO2 at a distorted geometry.

Element x y z (Å)
C  -2.55  1.21  -0.32
C  3.19  0.61  -0.01
C  1.57  -1.02  0.71
N  2.05  0.20  0.10
O  4.24  0.96  -0.05
O  -1.37  1.10  -0.39
H  -3.25  0.45  -0.23
H  -3.06  2.11  -0.20
H  1.63  -0.84  1.73
H  0.50  -1.22  0.30
H  2.14  -1.85  0.51
H  1.26  0.90  -0.21

* total charge: +1
* energy relative to the best compared isomer or geometry (same formula, charge and spin): 52.1 kcal/mol
* HOMO level: -13.769 eV

11.
Density functional theory data (wB97M-V/def2-TZVPD) for a molecular structure, C3H4BaO2 at a distorted geometry.

Element x y z (Å)
C  -1.97  1.02  0.21
O  -0.72  1.61  0.29
C  1.85  -2.41  0.10
C  2.38  -1.37  -0.30
O  2.45  -0.14  -0.56
Ba  1.45  2.24  -0.61
H  -2.77  1.66  0.63
H  -2.29  0.76  -0.82
H  -1.94  0.08  0.80
H  1.57  -3.44  0.26

* energy relative to the best compared isomer or geometry (same formula, charge and spin): 0.0 kcal/mol
* HOMO level: -7.043 eV

12.
Density functional theory data (wB97M-V/def2-TZVPD) for a single C2H7NP2S molecule.

Element x y z (Å)
C  0.76  -0.48  0.01
C  0.28  -1.89  0.01
N  -0.18  0.50  0.01
P  0.25  2.21  0.00
P  -1.91  0.14  0.01
S  2.35  -0.12  0.00
H  -0.31  -2.09  -0.89
H  -0.35  -2.08  0.88
H  1.14  -2.56  0.03
H  1.22  2.11  1.00
H  1.21  2.11  -1.01
H  -2.23  1.10  0.98
H  -2.22  1.04  -1.02

* SMILES string: CC(=S)N(P)P
* energy relative to the best compared isomer or geometry (same formula, charge and spin): 0.0 kcal/mol
* HOMO level: -8.171 eV